Record 1
{"formula": "C33H84CaN3O13", "method": "ωB97M-V/def2-TZVPD", "symbols": ["Ca", "C", "C", "O", "O", "H", "H", "H", "C", "O", "H", "H", "H", "H", "C", "O", "C", "C", "N", "C", "C", "O", "C", "H", "H", "H", "H", "H", "H", "H", "H", "H", "H", "H", "H", "H", "H", "H", "C", "O", "C", "C", "N", "C", "C", "O", "C", "H", "H", "H", "H", "H", "H", "H", "H", "H", "H", "H", "H", "H", "H", "H", "C", "O", "C", "C", "N", "C", "C", "O", "C", "H", "H", "H", "H", "H", "H", "H", "H", "H", "H", "H", "H", "H", "H", "H", "C", "C", "C", "O", "H", "H", "H", "H", "H", "H", "H", "H", "C", "C", "C", "O", "H", "H", "H", "H", "H", "H", "H", "H", "C", "C", "C", "O", "H", "H", "H", "H", "H", "H", "H", "H", "C", "C", "C", "O", "H", "H", "H", "H", "H", "H", "H", "H"], "xyz": [[-4.324, -27.905, -18.999], [-1.364, -31.012, -18.962], [-2.302, -29.838, -19.060], [-2.912, -29.572, -20.134], [-2.477, -29.043, -18.099], [-0.549, -30.813, -18.270], [-1.064, -31.315, -19.962], [-1.923, -31.857, -18.545], [2.015, -32.395, -16.417], [2.326, -31.435, -15.388], [1.443, -33.212, -15.985], [1.444, -31.893, -17.203], [2.939, -32.754, -16.870], [3.263, -31.241, -15.470], [1.317, -27.577, -18.571], [2.369, -28.442, -18.813], [2.574, -29.410, -17.805], [3.847, -30.190, -18.064], [5.022, -29.750, -17.335], [5.246, -28.299, -17.394], [6.355, -27.783, -16.501], [6.336, -26.383, -16.541], [7.535, -25.836, -16.054], [1.294, -27.134, -17.569], [0.347, -28.084, -18.699], [1.204, -26.765, -19.293], [1.716, -30.093, -17.717], [2.555, -28.921, -16.821], [4.055, -30.175, -19.143], [3.625, -31.226, -17.796], [5.840, -30.181, -17.746], [4.312, -27.807, -17.128], [5.487, -27.959, -18.412], [7.306, -28.259, -16.777], [6.188, -28.131, -15.470], [7.805, -26.284, -15.094], [7.459, -24.751, -15.987], [8.395, -25.963, -16.728], [-0.069, -32.611, -24.246], [-0.890, -33.055, -23.168], [-1.966, -32.203, -22.864], [-2.943, -33.058, -22.059], [-4.019, -32.296, -21.407], [-4.873, -31.522, -22.315], [-5.614, -32.395, -23.318], [-6.282, -31.566, -24.237], [-6.762, -32.253, -25.363], [-0.571, -32.929, -25.163], [0.884, -33.136, -24.190], [0.137, -31.544, -24.194], [-2.420, -31.776, -23.764], [-1.710, -31.369, -22.204], [-2.323, -33.542, -21.303], [-3.365, -33.844, -22.682], [-3.615, -31.655, -20.734], [-4.357, -30.742, -22.885], [-5.647, -31.041, -21.708], [-6.309, -33.090, -22.832], [-4.908, -32.996, -23.912], [-5.942, -32.763, -25.882], [-7.263, -31.576, -26.049], [-7.491, -33.011, -25.048], [-6.274, -27.830, -16.057], [-4.985, -27.580, -16.603], [-4.465, -26.361, -16.060], [-3.151, -26.026, -16.754], [-3.427, -25.836, -18.160], [-2.215, -25.587, -18.955], [-2.559, -25.565, -20.441], [-3.108, -26.841, -20.780], [-3.491, -26.914, -22.152], [-6.625, -28.808, -16.379], [-7.034, -27.084, -16.308], [-6.186, -27.879, -14.969], [-4.370, -26.432, -14.974], [-5.176, -25.540, -16.220], [-2.440, -26.841, -16.602], [-2.673, -25.145, -16.312], [-3.961, -24.989, -18.350], [-1.459, -26.350, -18.747], [-1.718, -24.669, -18.620], [-1.720, -25.253, -21.064], [-3.388, -24.865, -20.626], [-2.647, -26.736, -22.819], [-4.312, -26.232, -22.390], [-3.784, -27.946, -22.344], [1.499, -33.194, -20.331], [2.728, -34.106, -20.359], [3.789, -33.553, -21.309], [3.287, -33.901, -19.035], [1.231, -32.984, -21.371], [1.737, -32.239, -19.864], [0.658, -33.634, -19.797], [2.517, -35.156, -20.567], [4.720, -34.121, -21.251], [3.975, -32.484, -21.204], [3.503, -33.636, -22.367], [4.093, -34.427, -18.952], [-4.879, -31.663, -16.974], [-5.541, -31.432, -18.329], [-6.913, -32.089, -18.396], [-5.714, -30.007, -18.495], [-4.741, -32.736, -16.828], [-5.544, -31.375, -16.152], [-3.975, -31.075, -16.838], [-4.909, -31.832, -19.122], [-7.490, -31.934, -19.308], [-7.559, -31.708, -17.592], [-6.863, -33.147, -18.136], [-6.653, -29.804, -18.545], [0.925, -29.446, -21.905], [-0.123, -28.393, -22.219], [0.378, -27.417, -23.271], [-1.322, -29.001, -22.697], [0.510, -30.139, -21.167], [1.859, -29.016, -21.543], [1.142, -30.063, -22.778], [-0.399, -27.875, -21.289], [0.250, -27.812, -24.280], [1.395, -27.056, -23.125], [-0.220, -26.497, -23.285], [-1.833, -29.297, -21.932], [-1.209, -31.230, -15.130], [-1.375, -29.791, -14.659], [-0.449, -28.862, -15.451], [-2.718, -29.387, -14.969], [-1.431, -31.425, -16.179], [-1.868, -31.843, -14.510], [-0.197, -31.594, -14.934], [-1.155, -29.646, -13.603], [0.579, -28.922, -15.085], [-0.776, -27.821, -15.414], [-0.451, -29.134, -16.510], [-2.802, -29.404, -15.925]], "total_charge": 1, "multiplicity": 1, "lumo_energy_ev": -3.1791, "orbital_gap_ev": 7.276}

Record 2
{"formula": "C33H87N11O13", "method": "ωB97M-V/def2-TZVPD", "symbols": ["C", "O", "C", "C", "N", "C", "C", "O", "C", "H", "H", "H", "H", "H", "H", "H", "H", "H", "H", "H", "H", "H", "H", "H", "C", "O", "C", "C", "N", "C", "C", "O", "C", "H", "H", "H", "H", "H", "H", "H", "H", "H", "H", "H", "H", "H", "H", "H", "C", "O", "C", "C", "N", "C", "C", "O", "C", "H", "H", "H", "H", "H", "H", "H", "H", "H", "H", "H", "H", "H", "H", "H", "C", "O", "C", "C", "N", "C", "C", "O", "C", "H", "H", "H", "H", "H", "H", "H", "H", "H", "H", "H", "H", "H", "H", "H", "C", "O", "C", "C", "N", "C", "C", "O", "C", "H", "H", "H", "H", "H", "H", "H", "H", "H", "H", "H", "H", "H", "H", "H", "C", "O", "N", "N", "H", "H", "H", "H", "C", "O", "N", "N", "H", "H", "H", "H", "C", "O", "N", "N", "H", "H", "H", "H"], "xyz": [[5.581, -4.470, -13.853], [5.751, -5.625, -14.690], [4.758, -6.660, -14.598], [5.085, -7.655, -15.722], [4.143, -8.693, -16.009], [2.819, -8.279, -16.560], [2.197, -9.253, -17.472], [0.809, -8.855, -17.635], [0.101, -9.448, -18.720], [5.414, -4.870, -12.853], [4.831, -3.740, -14.157], [6.490, -3.902, -13.655], [3.755, -6.305, -14.832], [4.886, -7.141, -13.628], [6.091, -8.072, -15.667], [5.201, -7.144, -16.678], [4.645, -9.199, -16.725], [3.053, -7.414, -17.180], [2.234, -8.016, -15.679], [2.107, -10.221, -16.979], [2.726, -9.554, -18.376], [-0.951, -9.163, -18.720], [0.114, -10.538, -18.695], [0.570, -9.123, -19.649], [1.070, -16.880, -4.770], [1.212, -16.836, -6.199], [1.887, -18.039, -6.660], [2.118, -18.042, -8.135], [2.712, -16.790, -8.517], [2.428, -16.555, -9.929], [3.163, -15.269, -10.271], [2.758, -14.155, -9.489], [3.609, -13.032, -9.766], [1.874, -17.424, -4.275], [0.144, -17.395, -4.517], [1.239, -15.876, -4.381], [1.462, -19.007, -6.393], [2.837, -18.000, -6.128], [1.197, -18.316, -8.651], [2.684, -18.929, -8.419], [2.271, -16.142, -7.880], [1.357, -16.393, -10.054], [2.793, -17.461, -10.413], [3.176, -15.035, -11.335], [4.173, -15.625, -10.072], [4.670, -13.264, -9.673], [3.521, -12.158, -9.122], [3.494, -12.558, -10.741], [3.986, -19.148, -13.110], [4.089, -19.039, -14.547], [4.351, -17.724, -15.035], [2.997, -17.022, -15.425], [2.212, -16.631, -14.204], [0.810, -16.238, -14.418], [0.097, -16.132, -13.060], [0.320, -17.232, -12.119], [-0.391, -18.424, -12.372], [3.306, -19.994, -13.016], [3.614, -18.271, -12.579], [4.922, -19.302, -12.573], [4.944, -17.961, -15.919], [4.858, -17.067, -14.329], [2.416, -17.681, -16.071], [3.252, -16.071, -15.894], [2.133, -17.502, -13.698], [0.237, -16.941, -15.023], [0.748, -15.260, -14.895], [-0.979, -16.166, -13.231], [0.357, -15.221, -12.521], [-1.456, -18.221, -12.262], [-0.169, -19.038, -11.499], [-0.225, -18.997, -13.285], [6.864, -8.957, -12.841], [6.736, -9.933, -11.749], [6.801, -11.220, -12.156], [7.316, -12.155, -11.028], [8.790, -12.136, -10.739], [9.200, -12.824, -9.555], [8.588, -14.262, -9.491], [7.408, -14.092, -8.745], [6.798, -15.253, -8.283], [6.726, -7.978, -12.382], [6.025, -9.099, -13.522], [7.744, -9.162, -13.451], [7.441, -11.362, -13.028], [5.785, -11.456, -12.473], [7.055, -13.146, -11.400], [6.707, -11.902, -10.161], [9.199, -11.214, -10.780], [8.964, -12.265, -8.649], [10.280, -12.846, -9.415], [9.278, -14.862, -8.899], [8.498, -14.805, -10.431], [7.400, -15.859, -7.607], [6.521, -15.923, -9.098], [5.879, -15.078, -7.723], [0.820, -9.485, -10.490], [2.001, -10.330, -10.603], [2.919, -9.847, -11.585], [2.502, -10.113, -13.060], [2.139, -11.538, -13.203], [1.472, -11.680, -14.465], [0.130, -10.946, -14.572], [-0.613, -11.286, -13.454], [-1.413, -12.462, -13.512], [1.133, -8.483, -10.196], [0.019, -9.864, -9.855], [0.368, -9.393, -11.477], [3.878, -10.302, -11.333], [3.098, -8.795, -11.361], [3.262, -9.795, -13.773], [1.705, -9.407, -13.292], [1.519, -11.673, -12.417], [1.303, -12.743, -14.640], [2.069, -11.360, -15.319], [-0.448, -11.289, -15.430], [0.145, -9.872, -14.758], [-2.158, -12.441, -14.307], [-1.972, -12.688, -12.604], [-0.851, -13.346, -13.815], [6.111, -10.911, -18.488], [5.714, -10.458, -17.400], [7.324, -11.355, -18.721], [5.329, -11.054, -19.476], [8.005, -11.321, -17.976], [7.531, -11.753, -19.626], [4.388, -10.705, -19.363], [5.643, -11.381, -20.378], [7.928, -15.392, -17.537], [8.669, -15.734, -18.443], [7.994, -14.297, -16.787], [6.722, -15.829, -17.412], [8.705, -13.717, -17.210], [7.235, -14.044, -16.172], [6.517, -16.688, -17.903], [6.012, -15.185, -17.095], [4.599, -13.398, -14.852], [5.231, -14.200, -15.492], [4.635, -12.067, -15.063], [3.731, -13.693, -13.988], [3.889, -11.494, -14.694], [5.351, -11.751, -15.701], [3.410, -14.650, -13.943], [3.110, -12.943, -13.718]], "total_charge": 1, "multiplicity": 2, "lumo_energy_ev": [-2.4289, -7.3600], "orbital_gap_ev": [7.872, 2.941]}

The evaluated electronic energy for the records listed, in turn: -85104.615; -78624.798 eV.
The evaluated ΔE to the lowest compared entry with this formula, charge and spin for the records listed, in turn: 0.0; 0.0 kJ/mol.